Record 1
DFT (ωB97M-V with the def2-TZVPD basis set) results for a molecular structure, C24H40BrN4O3V.

```
! wB97M-V def2-TZVPD RIJCOSX def2/J DEFGRID3
* xyz 1 4
Br -3.2315 -1.5880 -1.7678
V -0.6940 -0.0903 -0.9503
O -1.8557 1.2410 -1.3515
O -2.4536 1.9472 0.6828
O -0.0213 3.2056 -1.3194
N -5.3402 -1.2909 3.3213
N -2.0389 -0.7227 1.5801
N -0.6502 -1.9758 -0.8775
N 1.0854 0.2126 -1.2237
C 3.0224 0.9492 2.4435
C -1.1809 4.3952 0.4466
C 1.6572 1.1773 2.2834
C -0.5980 -4.7466 -1.2636
C 1.7389 -4.8468 -0.3079
C 1.0853 0.9685 1.0437
C -1.9086 2.1254 -0.4132
C 1.8119 0.4905 -0.0704
C 3.1822 0.2774 0.1356
C -3.2912 -1.3605 1.8979
C -2.2113 4.1185 -1.8442
C 5.2692 0.3108 1.5197
C -1.7232 -4.0069 -1.6031
C -1.6964 -2.6507 -1.3797
C 0.5805 0.1950 -3.6012
C 0.4966 -4.0950 -0.6880
C -1.3035 3.5016 -0.7755
C 2.6154 1.3531 -2.8351
C 3.7852 0.5152 1.3700
C -3.9168 -0.8090 3.1877
C 0.4192 -2.7304 -0.5061
C 1.7102 0.1428 -2.5607
C 0.8171 1.6541 3.4404
C 2.4691 -1.1772 -2.7982
H 2.3397 -5.0460 -1.1976
H 1.4914 -5.8055 0.1461
H 1.2379 -2.1791 -0.0598
H -3.3630 -1.1387 4.0649
H -0.4193 3.9989 1.1189
H 3.1118 1.2348 -3.7992
H -0.1061 2.1203 3.0922
H -0.8953 5.4053 0.1471
H 1.0083 0.2602 -4.6027
H -1.3699 -0.7901 2.3392
H -3.9267 0.2791 3.1547
H 1.7872 -2.0238 -2.6987
H -2.6045 -4.4620 -2.0304
H 2.0057 2.2567 -2.8650
H -3.2067 4.3053 -1.4375
H 3.2930 -1.3241 -2.1033
H -3.1566 -2.4443 1.9879
H -3.9787 -1.1739 1.0673
H 5.8137 1.0646 0.9475
H 2.8765 -1.1906 -3.8108
H -0.0472 1.0721 -3.4306
H -0.0390 -0.7067 -3.5577
H -2.1297 4.4436 0.9780
H -0.5729 -5.8149 -1.4344
H -5.9087 -0.8888 2.5758
H 0.5584 0.8187 4.0969
H 5.5754 -0.6680 1.1482
H 0.4058 4.0374 -1.5524
H 2.3512 -4.2721 0.3853
H -5.3716 -2.3067 3.2224
H -5.7513 -1.0415 4.2199
H -2.2972 3.4302 -2.6833
H 3.3757 1.4869 -2.0701
H 3.4872 1.1331 3.4058
H 0.0387 1.2234 0.9086
H 1.3677 2.3798 4.0391
H -1.7923 5.0624 -2.1964
H -2.2056 0.2668 1.3657
H 3.8139 -0.0893 -0.6592
H 5.5727 0.3964 2.5620
*
```

The total energy is -133364.595 eV. For the HOMO energy (alpha / beta), the calculation gives -8.369 / -9.217 eV. Its expectation value of S² is 3.780. For the LUMO energy (alpha / beta), the calculation gives -3.54 / -3.54 eV. The calculation puts the energy above the lowest of the compared OMol25 structures with the same formula, charge and spin at 257.7 kJ/mol.

Record 2
DFT (ωB97M-V with the def2-TZVPD basis set) results for 3 unconnected molecules or ions with the total composition C24H40F13N3O4S.

```
! wB97M-V def2-TZVPD RIJCOSX def2/J DEFGRID3
* xyz 0 1
S -0.9211 -0.4533 1.5436
F -0.2526 -4.2805 2.3367
F -2.0906 -6.6975 4.0795
F -0.3638 -3.1069 0.0053
F -3.8726 -5.0682 0.1820
F -0.6066 -7.0498 2.5081
F -0.5146 -5.7975 0.2461
F -3.8742 -5.9213 2.5915
F -2.6347 -3.7427 1.3860
F -2.0700 -5.8715 -1.2666
F 0.0812 -5.1863 4.2944
F -1.7528 -4.0347 3.9212
F -0.1924 -4.1985 -1.8526
F -2.7668 -7.2549 1.2462
O 0.0516 -1.3991 1.9566
O -1.5324 0.2846 2.6021
O -2.1101 -1.0581 0.6704
O -0.3609 0.4909 0.4057
N -5.5694 -0.3413 0.5388
N 5.1679 0.7740 2.7736
N -0.9461 3.8766 -4.1167
C 3.6993 -1.2812 3.2089
C -2.1568 -2.9872 -1.5618
C -0.8491 -4.8708 3.3727
C -1.0774 -3.8105 -0.8863
C -1.7530 -1.5200 -1.7638
C -1.6156 5.1751 -6.2216
C 5.4950 1.0348 4.1611
C -1.1801 6.2036 -3.0717
C -2.6801 -4.9720 0.8260
C 1.2672 3.5886 -3.0484
C 2.8800 1.9186 2.7484
C -1.3626 0.7197 -0.5940
C 0.4914 3.9329 -4.3092
C -2.7166 -6.0759 1.9151
C 6.6340 0.1694 4.6789
C 4.2992 1.7770 2.1866
C 4.8518 -0.6075 2.4514
C -1.6974 3.9097 -5.3600
C -2.1967 -0.5573 -0.6741
C -3.6858 -0.2055 -0.8990
C -1.5645 -5.1318 -0.2533
C -1.4665 4.6972 -3.0363
C -1.5459 -6.1843 2.9452
C -4.4143 0.1360 0.3600
H 6.3566 -0.8836 4.7357
H -3.7169 0.6323 -1.5916
H -0.1376 6.4178 -3.3093
H -5.9514 -0.0267 1.4256
H -3.1104 -3.0372 -1.0509
H 4.6280 0.9164 4.8304
H -0.5875 5.5058 -6.3689
H 4.6608 -0.6694 1.3774
H 0.7516 3.2031 -5.0801
H -3.9535 0.7842 1.0994
H 2.7226 -0.9629 2.8491
H -2.5461 4.5375 -2.9792
H 0.9448 2.6220 -2.6572
H -1.0756 4.3015 -2.0944
H 2.8682 1.9729 3.8369
H 2.2362 1.0979 2.4336
H 6.9107 0.4876 5.6846
H -0.8926 1.0178 -1.5151
H -4.1971 -1.0517 -1.3348
H -2.1862 5.9985 -5.7950
H -2.0360 4.9721 -7.2083
H -2.2974 -3.4320 -2.5360
H -1.3856 6.6379 -2.0916
H 4.8040 2.7439 2.2838
H 3.7528 -2.3626 3.0676
H 2.4285 2.8398 2.3728
H -1.8092 6.7252 -3.7907
H 5.8016 2.0814 4.2377
H 4.2381 1.5906 1.1108
H 7.5124 0.2610 4.0390
H -1.3596 3.0629 -5.9656
H -2.2498 -1.1778 -2.6629
H 3.7478 -1.0916 4.2821
H 5.7555 -1.2027 2.6076
H -0.6866 -1.4758 -1.9601
H -2.0255 1.4623 -0.1597
H 0.8333 4.9109 -4.6818
H -2.7465 3.7024 -5.1324
H 1.1394 4.3390 -2.2677
H 2.3331 3.5266 -3.2678
*
```

Its SMILES is [H]/N=C/C[C@@]1(CCC(F)(F)C(F)(F)C(F)(F)C(F)(F)C(F)(F)C(F)(F)F)COS(=O)(=O)O1.CCN(CC)CC.CCN(CC)CC. The total energy is -84358.447 eV. For the HOMO energy, the calculation gives -7.908 eV. For the LUMO energy, the calculation gives 0.22 eV. The calculation puts the energy above the lowest of the compared OMol25 structures with the same formula, charge and spin at 41.9 kJ/mol.

Record 3
DFT (ωB97M-V with the def2-TZVPD basis set) results for a molecular structure, C24H40FGeHgI2N2O2SbSe.

```
! wB97M-V def2-TZVPD RIJCOSX def2/J DEFGRID3
* xyz -1 2
Hg -0.5181 -0.0527 0.6459
I -0.5899 -0.0656 3.4214
I -1.6475 -3.5386 0.5870
Sb 0.7697 -0.6227 -2.9619
Se 0.6125 3.1228 0.7326
Ge -1.0893 4.6383 3.2017
F -5.2716 1.8181 -2.9767
O 1.7755 0.8496 -0.2576
O 1.4130 -1.5093 0.5639
N 2.7528 0.0880 0.1417
N 2.6023 -1.1202 0.5541
C 0.4268 -2.7470 -2.6296
C 1.0286 -1.0286 -6.1473
C -0.0060 3.7253 4.5373
C -3.8517 0.0746 -2.2712
C -2.2640 -2.9845 2.4684
C 4.0951 0.5803 0.0213
C 3.5410 -2.0117 -3.7734
C -2.8140 3.7449 3.0277
C 5.1793 -0.0941 0.5757
C 0.4419 -3.7006 -3.8297
C -3.6141 2.2962 -1.3699
C -2.1235 0.5241 -0.6171
C -0.2838 4.7357 1.4203
C 2.9046 -0.6759 -3.3765
C -2.5548 1.8471 -0.5845
C -1.3373 6.4926 3.8050
C 5.5674 2.2565 -0.8572
C 6.4558 0.4153 0.3956
C 4.2810 1.7574 -0.6878
C 6.6593 1.5880 -0.3233
C -2.7906 -0.3476 -1.4720
C 0.0687 -0.5762 -5.0397
C -4.2397 1.3947 -2.2027
C 2.1126 3.1134 1.9768
H -4.3676 -0.6095 -2.9356
H -1.0903 4.9152 0.7041
H -1.9685 7.0528 3.1086
H 7.2999 -0.1078 0.8287
H 5.7099 3.1771 -1.4113
H 4.6276 -1.9107 -3.8751
H -0.3686 6.9954 3.8731
H -3.2541 -2.5548 2.5358
H 5.0122 -1.0007 1.1387
H 3.3560 -2.7776 -3.0141
H 3.3707 -0.3070 -2.4581
H 0.3570 2.7720 4.1490
H 0.1434 -4.7111 -3.5269
H -0.6291 3.5138 5.4107
H 0.5970 -0.8720 -7.1430
H -1.8066 6.5193 4.7934
H 2.1424 2.1546 2.4934
H -3.3182 3.6807 3.9952
H 3.4110 2.2566 -1.0944
H -3.9493 3.3263 -1.3334
H 7.6618 1.9731 -0.4675
H -0.2567 -3.3788 -4.6080
H -2.6558 2.7275 2.6579
H -3.4623 4.2791 2.3275
H 3.0815 0.0893 -4.1388
H 0.4022 5.5806 1.3432
H 3.1579 -2.3820 -4.7266
H 1.9654 3.9133 2.6964
H -2.0635 2.5600 0.0662
H 1.1437 -3.0502 -1.8603
H -0.2306 0.4625 -5.2024
H -2.4960 -1.3888 -1.5287
H 1.2704 -2.0904 -6.0607
H 3.0377 3.2663 1.4315
H 0.8445 4.3380 4.8524
H 1.9700 -0.4738 -6.1132
H -0.8523 -1.1687 -5.0592
H -0.5602 -2.7683 -2.1557
H 1.4326 -3.7768 -4.2789
H -1.8412 -3.5417 3.2930
*
```

The total energy is -184102.431 eV. For the HOMO energy (alpha / beta), the calculation gives -4.916 / -4.917 eV. Its expectation value of S² is 0.757. For the LUMO energy (alpha / beta), the calculation gives 2.41 / 2.26 eV.

total energy of number 3 (C24H40FGeHgI2N2O2SbSe)?
-184102.431 eV